Entry 1:
C21H28ClN3O2SeTl | wB97M-V/def2-TZVPD

Properties
- HOMO level: -3.48 eV
- Net charge: -1
- Frontier orbital gap: 6.07 eV

Cartesian coordinates (Å):
C 1.21360 -2.68471 1.42920
H 0.07520 3.64687 -2.89588
Tl 0.84435 0.58600 1.90663
C 1.31799 -4.09063 -1.16247
H 0.99683 4.85529 -1.93192
H -0.30871 1.85104 3.88958
H 0.53242 5.10437 0.41999
H -1.09204 5.20102 -0.30780
C -0.38388 4.54242 0.20885
H 0.25885 -4.24506 -0.91520
H 1.47481 -4.44434 -2.18588
H -1.03870 1.68172 -1.59898
C 2.16545 -1.96471 -2.18478
H -2.27908 -2.78097 -0.80319
C -2.70713 2.46341 2.81195
H -3.92931 -2.40931 -0.25330
C 1.92775 2.31306 -0.90578
H -2.90302 -4.17840 1.26411
H -0.83481 4.19683 1.14609
C 1.71785 -2.65664 -1.06109
C -0.28110 -2.63665 1.48338
N -0.99945 -1.57320 1.25727
N -1.58294 2.10053 2.65207
H 3.87987 1.64781 -1.38776
C -2.88812 -2.06846 -0.23076
H -2.00021 3.18352 -1.56752
H 1.58730 -2.17867 2.33529
C -2.41755 -2.00355 1.21049
C 3.08155 1.40001 -0.68159
H 2.84118 -0.47892 -4.21540
H 4.22883 0.11820 -3.29442
H 2.18888 -2.47942 -3.14898
C -1.30076 2.56172 -0.99663
C -3.29495 -1.06480 2.01337
C -2.35513 -3.40785 1.81766
C 0.65226 3.81394 -1.97995
Se -4.37402 3.00120 3.04408
H 1.91510 -4.71573 -0.48707
O 1.84402 2.97383 -2.06342
C 2.56829 0.00561 -0.84527
H -4.32283 -1.44614 2.00867
C -0.05450 3.37083 -0.69857
N 0.95337 2.49279 -0.06162
C 1.98130 -0.64482 0.21074
H -2.93758 -1.01684 3.04781
C 2.61134 -0.65050 -2.10300
H 2.74548 1.08237 -3.37046
C 1.66666 -1.97602 0.18151
Cl 0.40979 1.77847 5.02860
C 3.13233 0.05927 -3.30818
H 3.43244 1.57211 0.34563
H -2.82126 -1.08116 -0.69998
H -1.78147 2.24322 -0.06344
O -0.94173 -3.76534 1.75859
H -3.29033 -0.05251 1.59562
H -2.64765 -3.41727 2.87684
H 1.52317 -3.73483 1.46627

Forces on atoms 1 to 2 (eV/Å):
-0.565 -0.122 0.326
0.072 0.073 0.193


Entry 2:
C9H11IN | wB97M-V/def2-TZVPD

Properties
- HOMO level: -12.63 eV
- Net charge: +1
- Frontier orbital gap: 6.50 eV

Cartesian coordinates (Å):
C 1.00544 0.71595 0.00590
H 2.43190 2.38984 -0.18216
H -2.21278 1.22120 -0.01708
H 0.85734 4.14127 0.38905
C 1.81618 -0.28509 -0.49893
I 3.81103 -0.26212 -0.17223
C 0.56129 3.08800 0.19789
H 1.41239 -1.17464 -0.95825
H -1.97336 -0.76144 0.02435
H -0.50312 -3.87884 1.06022
C -0.38575 0.44793 -0.15357
H -1.53632 3.57323 0.44114
C -0.79665 2.78920 0.30054
C 1.44471 2.09747 -0.06072
N -0.27275 -1.82448 0.39460
C -1.01689 -0.83066 -0.35630
H -0.23160 -1.47578 1.31479
C -1.23846 1.52092 -0.08570
H -1.01143 -1.28021 -1.31888
C -0.65365 -3.19751 0.22097
H 0.18367 -3.64160 -0.49605
H -1.69118 -3.37263 -0.04958

Forces on atoms 1 to 2 (eV/Å):
-0.240 0.678 -2.795
1.899 -0.078 -0.267


Entry 3:
C8H42O17 | wB97M-V/def2-TZVPD

Properties
- HOMO level: -9.24 eV
- Net charge: 0
- Frontier orbital gap: 8.77 eV

Cartesian coordinates (Å):
H -3.08213 -1.54018 0.57579
H 0.35477 -1.47937 0.65081
O 1.55719 -3.28065 3.22600
H -0.22208 -2.78596 -1.02327
H 0.49936 -4.09834 0.54010
H -2.45280 3.81231 -0.82756
H 2.18179 -3.64457 2.59828
H 0.24580 -1.36878 -4.53026
H -4.00647 -3.10128 -3.92873
H 1.70375 0.73588 4.32388
O -0.25819 -2.99466 -1.96223
H 1.77688 -2.32489 3.12039
H 2.97953 -0.57758 3.12487
H -1.80530 2.04831 2.26217
O 0.38581 -3.17076 0.69739
H 0.22530 2.26849 -0.93966
H 3.97611 -1.13996 0.12990
O 2.29530 3.54670 1.47782
C 1.30988 2.46379 3.45682
O 1.67548 1.70264 4.60544
H 3.09800 1.84834 2.20750
O 0.88671 2.01342 -0.31849
H -2.70470 -2.62317 -0.19547
H -3.42246 5.76780 0.10561
H 0.72442 -1.31863 -1.92866
C 1.53623 -0.18999 -3.18624
H -1.97459 -0.05281 -0.92447
C 2.57421 2.76094 2.65731
C -1.38676 -3.78376 -2.27092
O -1.81447 2.39061 1.39040
O 1.65008 -1.12429 -2.10324
H 1.08194 -0.27750 -6.45253
H -0.25173 -0.39398 1.50111
O -1.09022 0.11231 2.97665
O -2.47251 5.75854 0.01701
H -2.03401 -0.08572 2.97944
H -1.76766 -4.12334 -1.31372
H 0.82662 1.11932 -0.00929
H 1.60525 3.14627 0.94618
H 2.68054 -1.36339 -0.67303
H 0.75202 0.56106 -3.02830
H -1.68766 1.26648 -0.36706
C -2.27285 -3.01102 -3.09668
H 2.41401 0.37614 -3.27634
H -2.44639 -2.01125 -2.60342
H -3.03473 3.98960 1.80312
H -1.05700 -4.71454 -2.78252
O 0.40537 -0.52197 0.80574
H 1.83120 -0.50514 2.10153
O -2.01305 0.84387 -1.14268
O -3.44247 -3.69240 -3.39937
H -1.39764 4.32440 1.87738
H 3.27650 3.33498 3.24087
H 0.69623 -3.16031 1.59116
C -2.00897 4.40549 -0.00993
H 0.53352 2.02883 2.75089
O -2.49725 -1.69413 -0.18132
C 1.20209 -0.84065 -4.56060
H 0.76477 3.33456 3.76220
H -1.68940 -2.79124 -4.02909
O 1.23462 0.12362 -5.58900
C -2.11132 3.76058 1.33670
O 3.14688 -1.57129 0.16265
H -0.97442 4.14920 -0.33958
H 2.00719 -1.56031 -4.72570
O 2.07198 -0.66521 2.99495
H -0.78812 -0.41145 3.72126

Forces on atoms 1 to 2 (eV/Å):
0.172 1.117 -0.026
0.271 0.341 -0.404


Entry 4:
C3H5NOS | wB97M-V/def2-TZVPD

Properties
- HOMO level (spin up / spin down): -7.00 / -8.05 eV
- Net charge: 0
- Frontier orbital gap (spin up / spin down): 6.56 / 8.31 eV

Cartesian coordinates (Å):
H 0.62610 1.10130 0.47260
H -0.32087 -1.10277 1.98866
C -1.34424 -0.48716 0.26734
H 1.48976 0.41491 1.91448
S -0.28109 0.39746 -2.22437
H -2.33433 -0.78018 0.44851
N 1.20655 0.00394 -1.91059
O -1.31005 -0.09387 -0.98249
H 1.86313 0.57044 -2.42046
C -0.28070 -0.48480 1.22751
C 0.68575 0.46074 1.21881

Forces on atoms 1 to 2 (eV/Å):
0.412 3.295 -3.102
-0.546 -3.192 3.606


Entry 5:
C5H6Cl2S | wB97M-V/def2-TZVPD

Properties
- HOMO level: -9.65 eV
- Net charge: 0
- Frontier orbital gap: 9.66 eV

Cartesian coordinates (Å):
H -2.09945 1.17383 0.98377
H -1.94124 1.07999 -1.66607
C -0.29919 0.10405 1.20300
C -1.31612 0.62247 -0.88262
H 0.16546 -0.44690 -2.13160
H 2.32716 -2.36629 0.08055
C -1.41252 0.61247 0.44026
H -0.55917 -0.78625 1.75134
H 1.62946 0.00044 0.29213
C 0.72367 -0.44925 0.09296
S 0.81699 -2.35534 0.43939
Cl 0.70703 1.14722 2.53636
C 0.09282 0.12324 -1.30562
Cl 1.16511 1.54031 -1.83383

Forces on atoms 1 to 2 (eV/Å):
-1.811 0.486 0.646
-0.014 -0.411 0.851


Entry 6:
C47H64CsN10O3S2Te | wB97M-V/def2-TZVPD

Properties
- HOMO level: -3.36 eV
- Net charge: -1
- Frontier orbital gap: 4.94 eV

Cartesian coordinates (Å):
H 0.70920 -5.78855 1.45820
H -5.64675 5.13025 5.70382
N -2.55642 2.80792 3.36020
C 4.57097 1.74903 -3.40567
C 2.05492 0.28093 6.21357
H -4.38536 1.37120 7.30752
H 0.52178 0.70727 -4.95067
H -1.57910 0.93957 -5.31335
H -3.79222 -1.81190 -1.18790
H 3.71608 -3.22304 1.30239
H 2.38573 0.28720 7.24791
Te -1.17316 -1.45817 -2.87539
C -2.26728 3.38699 -0.96279
C -5.03491 4.23681 5.64443
N 1.07583 0.64988 -4.10460
H -2.55483 -3.43806 0.35088
C -1.93275 0.03231 -5.81190
C -1.45452 1.95186 3.16608
H 2.55877 1.99868 -4.01233
H 5.75603 3.12927 -1.19320
H 3.66617 -0.95933 5.51451
H 5.53189 0.74172 1.39572
H -1.03140 2.27939 5.07248
H -1.11330 -0.69124 -5.79637
H -2.04093 4.33086 -1.44702
C 2.84982 3.21240 -2.47248
C -5.55822 -0.79262 -5.11678
H -2.74518 -4.57076 1.71407
C -4.18355 -2.43463 -1.99598
C -5.11170 3.27973 6.64701
C -2.75388 0.95108 0.22826
C -4.39361 -0.33016 -5.70170
C -1.64718 3.10375 0.25216
H -7.59676 -0.09210 -5.06871
H 5.75493 -3.08372 2.26079
H 1.70136 -4.11739 1.44162
C 0.14927 1.72435 6.94585
C -0.69267 4.09039 0.86712
H 5.22391 -3.40010 -4.05156
H -6.33474 -1.85565 -3.42440
N 3.69521 3.43664 -1.44601
H -2.90368 1.05257 5.37456
H 4.57836 -3.19688 -5.67432
H -0.91332 -6.27467 1.92245
H -0.88546 1.38339 7.04774
C 4.15743 -1.19700 0.72974
C -0.32181 -5.82565 1.12172
O 3.61029 -0.12680 0.55941
C 1.41720 -3.61204 0.50994
H 4.50790 0.88866 -4.07299
C 4.58588 -3.85987 -4.80768
C 4.81756 2.57184 -1.09193
S 1.78517 -1.74250 -5.11358
C -6.90461 -0.58696 -5.75367
H 6.49103 -0.17642 2.56263
O -0.58856 -2.37570 0.12406
H 5.36863 2.40363 -3.77799
O 2.06179 -2.36179 0.44845
H -6.83117 0.02783 -6.65169
H -3.51854 -3.29923 -2.05288
H 1.71974 -4.24602 -0.33636
H -2.91658 3.17828 2.49411
C -3.38472 2.93904 4.47703
H 5.79743 0.82660 -1.87599
C -2.28965 -4.41907 0.73216
H -4.45038 0.19961 -6.64921
C -3.14279 -0.52120 -5.11513
H -2.90472 -0.01456 0.69631
C -4.18245 4.09433 4.56100
N 5.45574 -1.30744 1.13681
H -2.67049 -5.17975 0.04541
C 1.30835 -0.70356 -3.78376
H 3.19548 -4.66253 -3.35190
H 5.03573 -4.80615 -5.11068
C -3.48137 1.96048 5.46652
H -4.42655 4.76252 2.51547
C -3.36361 1.25947 -0.97441
C 6.10758 -2.58099 1.35505
C 1.15855 0.29283 3.49701
C 2.30545 -0.38962 3.93029
H 7.07330 0.01307 0.89250
N 3.29509 2.43296 -3.46689
N -0.84572 -4.51259 0.83014
C -4.20898 -1.68703 -3.29958
H -0.10108 4.57600 0.09055
H -3.07279 5.48982 3.36015
C 3.45499 -2.53148 0.49123
H 7.17609 -2.40206 1.46796
H 5.98073 -3.25214 0.50508
H -3.56632 2.71946 -2.53540
H -1.21761 4.86899 1.43052
H 3.27588 3.99055 -0.71759
H -0.00678 3.59675 1.55647
N 1.92306 -1.02942 -2.66370
H 0.63181 1.58957 7.91508
H 0.10933 2.80348 6.75743
C -0.10156 -3.42918 0.46905
C -4.32984 2.14120 6.54830
H 2.89664 -0.94899 3.19759
H -5.77677 3.42222 7.48831
S 1.30563 3.90234 -2.50688
H -3.99536 0.53003 -1.46438
H 0.52560 1.09630 -3.37069
H -5.18853 -2.76833 -1.73068
H -2.16378 0.28440 -6.84889
H 4.69758 2.28762 -0.04862
C 0.49325 0.96322 4.52268
H 2.56991 -4.61325 -4.99027
C 2.76559 -0.41325 5.24396
C 6.18428 -0.11537 1.51573
N -0.70397 1.75211 4.28495
Cs 0.67144 -0.05870 0.44045
C 2.50559 -2.76943 -3.92531
C 0.90277 0.97877 5.87260
C 3.17352 -4.06322 -4.26417
H -0.37992 -6.48457 0.24836
H 3.81116 -2.95178 -0.46108
C -1.90441 1.86431 0.86260
C -3.03050 -1.19991 -3.89999
C -3.12185 2.48697 -1.57634
H -7.36192 -1.53685 -6.04191
H -4.72878 5.99605 3.73058
N -1.19287 1.47137 2.01350
N 2.50504 -2.26965 -2.74075
C -5.44029 -1.47339 -3.90857
H 4.04982 0.64265 -1.66137
C -4.09950 5.14020 3.48929
C 4.83476 1.33346 -1.97145

Forces on atoms 1 to 2 (eV/Å):
0.006 -0.005 -0.010
-0.007 -0.002 0.015


Entry 7:
C16H18BBeF4N2PSSe2 | wB97M-V/def2-TZVPD

Properties
- HOMO level: -8.56 eV
- Net charge: 0
- Frontier orbital gap: 8.81 eV

Cartesian coordinates (Å):
H -1.64704 -3.12508 -1.62092
C -0.76644 -5.08397 -1.41268
C 1.37716 2.33344 -2.80533
C -3.53770 -1.49697 3.23960
F 0.30983 4.46622 0.02502
H 1.54185 -5.86980 0.92055
H -3.26647 -1.24800 -0.60863
C -4.68685 -1.38332 2.45032
H 0.24190 -6.92771 -0.92088
H 4.04076 3.20043 0.58276
H 1.53251 5.00623 -2.00602
P -0.52899 -1.50438 0.45297
C 2.95754 2.50381 -0.93001
C 2.49856 4.49506 -2.03873
C -2.29116 -1.53527 2.62158
H -1.26675 -5.49530 -2.26234
Se -0.53061 -0.19404 -1.27255
C -2.17089 -1.45987 1.24534
H 2.69998 5.23133 -0.04015
H -3.63608 -1.50812 4.31258
Se 0.98455 -0.82601 1.79817
H -5.67078 -1.39710 2.91685
Be 0.88660 0.77336 0.20196
H 1.46349 1.27723 -2.65976
C 0.81490 -5.31418 0.37672
B 0.35172 3.66238 1.15318
H 1.58085 2.53418 -3.86209
C -0.30070 -3.20104 0.01938
C 0.11867 -5.87518 -0.68080
N 2.25782 3.04562 -1.90276
F -0.76921 3.79505 1.93838
C -0.98643 -3.76249 -1.05152
F 0.27513 2.20834 0.59938
H 4.20863 5.39513 -1.00322
C -4.55351 -1.26329 1.07470
C 3.34880 4.76910 -0.80472
H -1.40323 -1.59373 3.24629
C 0.61290 -3.96971 0.72598
H -5.45631 -1.17809 0.49749
S 2.90123 0.86711 -0.39535
C -3.31990 -1.34915 0.47891
H 2.97111 4.70227 -3.01442
H 1.21089 -3.53493 1.51888
H 0.32655 2.61474 -2.58006
N 3.71552 3.41434 -0.35719
F 1.55961 3.80137 1.83317

Forces on atoms 1 to 2 (eV/Å):
-0.149 -0.095 -0.182
0.144 0.221 0.474


Entry 8:
C5H5NO | wB97M-V/def2-TZVPD

Properties
- HOMO level: -10.11 eV
- Net charge: 0
- Frontier orbital gap: 10.39 eV

Cartesian coordinates (Å):
H -1.39409 0.49178 -1.00354
C -0.02134 -0.69393 0.15460
H -0.54664 -1.63219 1.97878
C 0.28989 1.70522 -0.38867
O 1.43507 1.80401 -0.02838
N 2.14281 -2.09299 -0.19120
C 1.18661 -1.46207 -0.02302
H -0.39842 2.57629 -0.37041
C -0.79883 -0.90267 1.21773
C -0.31386 0.38783 -0.86302
H -1.70885 -0.32358 1.35322
H 0.12765 0.14230 -1.83608

Forces on atoms 1 to 2 (eV/Å):
0.155 0.012 0.073
-0.120 -0.029 0.188


Entry 9:
C17H22I2LiO3 | wB97M-V/def2-TZVPD

Properties
- HOMO level: -11.78 eV
- Net charge: +1
- Frontier orbital gap: 7.03 eV

Cartesian coordinates (Å):
H 2.44098 3.37474 -1.90173
C 2.69904 2.41219 -2.36475
C 0.78798 -0.03432 2.36461
C 1.09547 1.26605 2.95098
I 1.04164 3.57594 4.89593
C -0.37539 1.90654 -2.19441
H -0.38121 -1.29127 -2.54290
H -0.15137 -0.09541 5.03223
O -1.55150 -2.59285 1.88402
O 1.78041 2.07194 -3.38594
H -2.07154 -1.53179 -2.94372
O 2.96103 -0.97275 2.40820
H -0.58088 1.41352 5.89398
H -0.52717 2.90744 -2.61566
H 0.30846 0.80758 -3.91751
H -0.07544 2.04224 -1.14428
C -0.44952 0.95070 4.91629
H -2.79779 -0.22540 -0.99678
H 2.72990 1.64586 -1.57783
I 2.47917 2.37386 1.82561
C 1.92366 -0.91234 1.83718
H 0.67645 -3.12763 -1.38470
H -1.43995 0.97777 4.44360
H -1.90170 0.84339 -3.29559
H 3.69566 2.49573 -2.80828
C -1.70188 1.13309 -2.25868
H -1.80513 -3.53073 -1.86898
H -0.20880 -4.17369 -0.25959
H 1.15605 0.37670 -2.40087
C 0.54501 1.72996 4.07899
H -2.50041 1.81146 -1.93433
H 2.39519 -1.97395 -0.05885
C -0.59291 -1.91881 1.59996
H -2.19308 -2.57032 -0.47207
C -1.37741 -1.41975 -2.10210
C 0.37975 -2.26660 0.51667
C -0.10269 -3.14247 -0.61258
Li -2.65809 -0.29748 1.14262
C 1.59880 -1.75365 0.64945
C -1.75139 -0.12952 -1.36572
C -0.41400 -0.59238 2.23249
H -1.05296 0.02392 -0.52044
C -1.43363 -2.70247 -1.25791
H -1.33977 -0.09833 2.50674
C 0.74097 1.21330 -2.99337

Forces on atoms 1 to 2 (eV/Å):
-0.003 -0.148 -0.029
0.039 0.138 0.120


What are the energy values for these records? In order: -4165.92824; -701.63029; -1608.97061; -645.31543; -1512.61195; -3687.22106; -6711.90523; -323.46977; -1489.31746 a.u..